Formula: C38H114O19
Source: OMol25
Level of theory: ωB97M-V/def2-TZVPD

Kohn-Sham gap: 9.090 eV
E_HOMO: -9.1 eV
relative energy (zero: lowest compared OMol25 entry of this formula, charge and spin): 14.4 kcal per mole
spin multiplicity: 1

Cartesian coordinates (Å):
1 O -2.566 -0.260 2.723
2 H 1.187 0.106 -2.675
3 H -3.929 -3.088 -0.392
4 H -3.223 -4.072 -1.591
5 H 3.809 5.416 -0.350
6 O -3.157 -6.946 2.073
7 O 4.911 -5.318 -1.727
8 O 3.844 1.437 -4.103
9 C -0.379 2.994 5.239
10 H 3.055 -0.468 5.590
11 H -6.872 5.430 -1.162
12 H 2.298 -0.989 -4.683
13 H -2.356 4.100 -2.140
14 H 5.140 3.408 0.580
15 H 4.679 -2.640 -1.786
16 H 0.777 -4.709 -4.872
17 H -0.490 0.838 5.030
18 H 6.342 0.749 1.499
19 H -7.396 3.875 -1.772
20 C -0.820 1.754 4.541
21 H 7.555 1.634 0.566
22 H -4.971 4.054 -1.999
23 H 0.076 0.513 -0.930
24 O 4.220 -1.163 1.028
25 H -0.792 3.839 4.689
26 O -2.212 1.801 4.518
27 H 0.861 1.545 1.298
28 H 3.639 1.480 -0.725
29 C 0.670 -0.644 -3.274
30 H -1.121 -5.119 1.311
31 H 0.528 6.601 1.052
32 C -1.905 -4.402 -4.971
33 C 3.958 0.846 -2.793
34 H -4.100 -7.039 2.228
35 H -0.537 1.743 3.488
36 H 0.709 3.040 5.261
37 H -3.923 -1.499 1.759
38 C 2.867 -0.117 4.575
39 H 9.389 0.756 2.021
40 H -3.177 2.128 -3.455
41 H -2.008 1.036 -2.657
42 H 4.426 -2.585 -3.455
43 H 2.293 1.914 -1.866
44 O -8.328 -0.317 -0.373
45 H -2.053 -0.165 1.917
46 C -5.602 4.577 -2.718
47 H 2.074 0.627 4.653
48 H -3.365 1.551 -1.798
49 H -2.451 1.071 3.942
50 C 5.389 -3.261 0.971
51 H 2.591 -0.916 3.887
52 C 0.729 0.469 1.179
53 H -1.882 -3.471 -5.537
54 H 4.578 -3.553 0.304
55 H -1.701 1.183 -0.048
56 C -0.185 0.034 0.013
57 H 3.867 2.772 -1.849
58 H -0.407 -0.494 -3.198
59 H 2.348 -4.281 -0.026
60 H -1.658 -2.813 3.426
61 O 0.439 -3.946 -4.398
62 H -3.873 -1.510 3.531
63 H -2.900 -4.477 -4.532
64 H -1.515 -5.133 -0.341
65 H 4.976 -0.052 4.045
66 H -5.867 2.776 1.047
67 C 4.061 5.354 0.709
68 C 0.377 4.793 2.083
69 H -5.990 -0.209 1.322
70 H -2.894 -3.595 2.555
71 H 4.396 -6.125 -1.657
72 H -2.266 -2.777 -0.903
73 H 4.968 5.909 0.948
74 H 3.874 0.365 2.161
75 C -3.265 -3.037 -1.255
76 C 4.239 3.841 1.016
77 O -0.073 5.047 -0.234
78 H 5.003 0.640 -2.564
79 O 3.891 1.097 2.782
80 H -5.718 3.929 -3.587
81 H 1.718 0.048 1.003
82 H -3.389 3.740 1.101
83 H 0.321 5.260 3.066
84 H 8.827 -0.405 0.098
85 H 7.837 -1.380 1.107
86 O 1.004 -1.939 -2.767
87 H -3.646 -5.153 1.186
88 C 1.558 -3.548 0.135
89 H 4.068 2.724 2.540
90 C 4.091 0.583 4.025
91 C 8.170 -0.351 0.967
92 C -1.613 -5.738 0.560
93 H 1.876 -2.108 -1.189
94 O 8.870 -0.039 2.160
95 H -0.059 -1.047 -0.054
96 O -7.836 5.392 -2.964
97 H 3.505 -0.141 -2.696
98 C -0.851 -4.231 -3.840
99 H -1.688 -5.188 -5.694
100 H -5.225 5.547 -3.042
101 H -1.141 6.042 1.231
102 C 4.163 -4.560 -2.638
103 C -5.930 -0.251 0.234
104 H -7.452 1.359 -0.016
105 H -1.193 -3.424 -3.192
106 H 3.212 5.817 1.212
107 H -3.258 -2.048 -3.128
108 H -0.127 3.838 2.233
109 H -0.296 5.663 -0.935
110 H -6.916 0.590 -1.507
111 H 5.592 -4.119 1.611
112 C -3.835 -1.998 -2.204
113 H 0.504 -2.484 1.723
114 H 0.377 0.058 2.125
115 H 2.061 -3.093 2.212
116 H -8.596 5.700 -2.464
117 H 0.649 -3.894 -0.358
118 H 4.351 1.407 4.689
119 C -2.296 -2.683 2.552
120 O -5.206 -2.160 -2.576
121 H -5.421 -1.517 -3.256
122 O 2.202 -2.332 -0.314
123 C -0.123 5.728 1.001
124 H 0.716 -4.227 2.065
125 H -8.599 -0.461 0.537
126 H -1.066 3.651 -0.363
127 H 3.377 3.219 0.776
128 H -0.763 -5.119 -3.214
129 C 4.860 -3.226 -2.687
130 C -6.950 4.825 -2.065
131 H 3.135 -4.401 -2.312
132 C 1.174 -3.339 1.629
133 C 7.056 0.671 0.679
134 C -2.643 1.913 -2.530
135 H 4.186 -2.568 2.620
136 H -6.268 4.036 2.248
137 H -0.701 3.050 6.279
138 H -0.984 -6.613 0.399
139 H 5.925 -3.372 -2.865
140 O -1.550 0.299 0.295
141 O 4.136 3.671 2.395
142 H -4.642 4.611 0.289
143 H -0.912 3.274 -2.606
144 H -5.975 -1.295 -0.078
145 H 1.392 4.523 1.791
146 H 4.181 -5.070 -3.602
147 C -1.846 3.140 -2.061
148 O -1.649 2.962 -0.690
149 H -1.714 -2.648 1.631
150 H -3.717 5.109 3.055
151 C -7.148 0.410 -0.458
152 C -5.467 3.436 1.817
153 C -4.315 4.287 1.277
154 H -5.073 2.792 2.603
155 H 6.258 -2.912 0.412
156 C -3.264 -1.491 2.627
157 H 3.522 -1.631 0.564
158 C -3.070 -6.042 0.929
159 H 1.143 0.279 -5.190
160 H 0.667 -1.374 -5.270
161 C 4.854 -2.132 1.877
162 H 0.783 -2.622 -3.404
163 H -3.602 -6.588 0.150
164 H 4.506 1.003 -4.645
165 H 6.571 0.457 -0.273
166 H -4.987 0.120 -0.166
167 H 5.694 -1.622 2.349
168 C 3.369 1.810 -1.728
169 O -4.115 5.357 2.217
170 C 1.254 -0.675 -4.674
171 H -3.704 -1.025 -1.730

---

Formula: C38H18BrCl56F10N3O2
Source: OMol25
Level of theory: ωB97M-V/def2-TZVPD

Kohn-Sham gap: 8.460 eV
E_HOMO: -8.9 eV
relative energy (zero: lowest compared OMol25 entry of this formula, charge and spin): 0.0 kcal per mole
spin multiplicity: 1

Cartesian coordinates (Å):
1 N 0.646 -0.453 2.210
2 C -2.473 6.369 7.663
3 C 4.961 -2.328 0.919
4 Cl 0.452 3.751 3.559
5 H 2.359 -4.684 5.471
6 Cl -3.870 7.375 8.059
7 F -4.052 -3.086 2.413
8 Cl 2.565 2.367 -7.635
9 H -1.144 0.072 3.904
10 C -3.759 -0.677 0.379
11 F 5.696 -2.591 -2.087
12 Cl 2.406 3.298 -4.915
13 Cl -10.086 -3.907 3.845
14 Cl 3.331 -6.505 -2.422
15 H 2.674 -0.829 4.103
16 Cl 2.198 4.628 5.684
17 C -4.790 -3.394 1.328
18 C -8.953 -7.335 1.540
19 C -3.847 -1.849 -0.582
20 Cl -6.057 9.739 5.811
21 Cl -1.655 -5.624 -5.237
22 Cl 4.354 -5.657 0.140
23 H 5.982 -0.501 -0.703
24 C 2.528 -4.562 3.384
25 C 2.659 -2.366 2.619
26 Cl -1.028 -9.210 -5.497
27 Cl -2.158 9.688 1.154
28 C 1.729 0.497 0.287
29 Cl -0.177 -3.576 -3.833
30 N 2.531 -2.718 4.947
31 C -0.198 1.352 0.895
32 C 2.208 1.890 -5.972
33 Cl 7.353 7.803 -5.200
34 C -3.884 -3.271 0.071
35 H -1.652 1.575 3.128
36 C -7.445 9.029 6.649
37 C 7.954 1.324 -4.968
38 Cl -6.914 7.627 7.586
39 Cl -10.389 -3.986 6.714
40 Cl -0.141 -8.636 -8.184
41 Cl 1.503 -5.674 -0.347
42 Cl 3.320 0.605 -5.480
43 Cl -9.013 -8.967 2.215
44 H -3.795 0.228 -0.248
45 C 3.814 -1.360 0.690
46 H -1.012 2.068 0.784
47 Cl 2.264 5.245 -9.700
48 C 5.079 -0.367 -1.308
49 Cl -0.285 5.609 -8.401
50 Cl -1.013 7.072 8.372
51 Cl -8.653 8.521 5.463
52 F -2.640 -3.670 0.314
53 Cl -0.246 3.227 6.308
54 C 1.681 -0.421 1.326
55 Cl -0.318 -6.248 -2.755
56 C -1.558 9.331 2.778
57 Cl 0.042 6.354 -11.172
58 C 3.888 -0.407 -0.376
59 F -2.802 -1.844 -1.443
60 Cl 1.431 -10.356 -6.478
61 Cl 0.544 1.302 -5.868
62 Cl -8.153 10.231 7.734
63 C -5.225 -4.887 1.496
64 Cl -10.503 -6.528 1.804
65 H -6.046 -5.134 0.823
66 Cl -0.742 7.760 2.774
67 C 5.009 -1.420 -2.429
68 O -2.547 -0.665 1.094
69 O 6.350 -2.799 2.802
70 Cl 7.900 9.299 -7.608
71 Cl 9.977 7.690 -6.409
72 Cl 3.638 5.361 -3.133
73 Cl -12.357 -2.633 5.092
74 Cl -2.914 9.282 3.911
75 C 2.727 -1.356 1.508
76 Cl -2.658 -4.564 -2.742
77 H 5.189 0.613 -1.766
78 Cl -8.621 -7.426 -0.197
79 Cl 9.571 1.111 -4.290
80 F -4.954 -1.685 -1.350
81 Cl 6.745 1.063 -3.700
82 H 5.516 -1.020 -3.322
83 C 2.627 -1.896 3.915
84 H 2.676 -4.063 1.276
85 Cl 1.955 1.814 5.085
86 N 0.759 1.413 0.025
87 H 2.468 -5.633 3.235
88 Cl -12.169 -5.513 5.032
89 C -11.250 -4.009 5.171
90 C 2.470 -3.994 4.633
91 C 0.511 5.194 -9.924
92 C 2.629 -3.705 2.297
93 Cl 7.697 0.155 -6.268
94 Cl 1.279 -7.527 -5.929
95 F -4.184 -5.725 1.397
96 Cl 7.729 6.417 -7.701
97 C 3.887 7.004 -3.732
98 Cl -2.711 4.738 8.304
99 F -5.926 -2.684 1.232
100 H 5.745 -2.235 0.167
101 C -1.432 0.516 2.950
102 F 5.520 -0.783 2.775
103 H -2.979 -0.970 3.102
104 C 8.241 7.804 -6.728
105 C 2.864 0.453 -0.547
106 H -4.666 -0.659 0.992
107 Cl 4.080 6.953 -5.486
108 Cl 2.939 -8.163 -0.092
109 C -1.206 -5.003 -3.641
110 F -4.433 -4.127 -0.856
111 C 5.660 -2.019 2.241
112 Cl 7.789 2.964 -5.605
113 F -5.681 -4.987 2.790
114 Cl 2.489 8.005 -3.327
115 Cl -0.418 10.585 3.275
116 Br 2.946 1.683 -2.024
117 H 4.675 -3.374 0.938
118 C -2.717 -0.159 2.410
119 H 3.988 -1.713 -2.689
120 Cl 0.029 3.567 -10.417
121 Cl 5.338 7.684 -2.965
122 Cl -7.668 -6.412 2.332
123 C 0.385 -8.932 -6.521
124 C 1.092 3.354 5.162
125 Cl -2.294 6.287 5.907
126 H -3.540 0.562 2.499
127 C 3.030 -6.498 -0.680
128 C -0.267 0.446 1.997